a) This record from the OMol25 dataset describes a single C3H6N4O molecule. The level of theory is wB97M-V/def2-TZVPD.

Computed properties:
* HOMO-LUMO gap: 0.3684 Ha
* E_HOMO: -9.867 eV
* SMILES string: [H]/N=C\N=C/N(O)/C=N\[H]
* M: 114.1 u

Positions of all 14 atoms, in Å:
C -1.155 1.179 0.071
C 1.723 -0.226 0.489
N -1.096 -0.237 0.224
C -0.225 -1.039 -0.527
H -2.554 -1.118 1.060
H 3.169 -0.254 -0.605
H 0.487 1.454 -0.873
H -0.692 -1.755 -1.148
N 2.914 0.160 0.277
H 1.112 0.039 1.344
N 1.054 -0.999 -0.483
H -2.051 1.625 0.469
O -2.396 -0.765 0.148
N -0.291 1.936 -0.447

Atomic partial charges in e from the Löwdin method, atoms 1 to 6: -0.230, -0.333, -0.136, -0.145, 0.135, 0.038

---

b) This record from the OMol25 dataset describes C3H6N4O as an isolated structure. The level of theory is wB97M-V/def2-TZVPD.

Computed properties:
* HOMO-LUMO gap: 0.3329 Ha
* E_HOMO: -9.602 eV
* M: 114.1 u

Positions of all 14 atoms, in Å:
H -2.782 -1.109 0.859
H 0.167 1.932 0.889
N -2.856 -0.115 1.359
N -0.641 0.089 0.387
O 1.746 -0.992 -1.536
H -0.185 -1.887 0.672
C -1.858 0.532 1.033
H 0.271 -1.132 -0.907
C 2.195 0.079 -1.024
N -0.526 -1.209 -0.074
H -1.666 1.463 1.684
C 0.354 1.002 0.214
H 3.491 0.541 -1.363
N 1.536 1.014 -0.370

Atomic partial charges in e from the Löwdin method, atoms 1 to 6: 0.105, 0.149, 0.099, -0.166, -0.067, 0.124

---

c) This record from the OMol25 dataset describes a single C3H6N4O molecule. The level of theory is wB97M-V/def2-TZVPD.

Computed properties:
* HOMO-LUMO gap: 0.3362 Ha
* E_HOMO: -8.270 eV
* M: 114.1 u

Positions of all 14 atoms, in Å:
C 1.003 -1.442 0.280
C -0.282 -0.803 0.256
H -1.232 -1.276 0.754
N 1.720 1.260 -0.073
C -1.822 0.918 -0.226
N -0.466 0.595 0.169
O 0.226 -1.549 -0.872
H -1.842 0.509 -1.191
H 2.989 -0.231 -0.407
N 2.290 0.145 0.289
H -2.522 0.542 0.505
N 0.500 1.446 -0.064
H 1.568 -2.144 0.908
H -2.128 2.029 -0.329

Atomic partial charges in e from the Löwdin method, atoms 1 to 6: -0.056, -0.293, 0.179, -0.127, -0.045, -0.181

---

d) This record from the OMol25 dataset describes C3H6N4O as an isolated structure. The level of theory is wB97M-V/def2-TZVPD.

Computed properties:
* HOMO-LUMO gap: 0.3969 Ha
* E_HOMO: -10.316 eV
* M: 114.1 u

Positions of all 14 atoms, in Å:
N 0.674 -0.415 -1.335
H 0.421 -2.085 1.627
H 1.324 0.300 2.548
C 0.121 0.088 0.612
N 0.954 -0.730 -0.142
H -1.329 -0.203 -3.190
N -0.197 0.627 -1.297
O 0.049 -1.406 2.427
H -0.560 0.330 2.652
C 0.306 0.085 2.129
C -1.084 0.890 -2.510
N -0.467 1.039 -0.033
H -0.791 1.913 -3.070
H -2.261 0.970 -1.731

Atomic partial charges in e from the Löwdin method, atoms 1 to 6: 0.032, 0.157, 0.128, -0.372, 0.056, 0.144

---

On energetic grounds, a) is preferred over the next structure by 18.7 kcal/mol.

---

a) This record from the OMol25 dataset describes a single C3H6N4O molecule. The level of theory is wB97M-V/def2-TZVPD.

Computed properties:
* HOMO-LUMO gap: 0.3597 Ha
* E_HOMO: -9.370 eV
* SMILES string: Cn1c(=O)ncn1N
* M: 114.1 u

Positions of all 14 atoms, in Å:
H -1.360 -1.281 2.061
N 0.004 0.475 -0.271
H 1.211 0.167 -1.882
N -0.862 -1.738 -0.542
C 1.257 0.579 -0.938
H -0.119 -1.982 -1.203
H 2.038 0.028 -0.421
O 0.187 2.563 0.767
N -0.756 0.731 1.895
C -0.167 1.440 0.803
C -0.910 -0.488 1.473
N -0.296 -0.748 0.286
H 1.462 1.640 -0.994
H -1.689 -1.386 -1.035

Atomic partial charges in e from the Löwdin method, atoms 1 to 6: 0.132, -0.067, 0.053, 0.087, -0.040, 0.089

---

b) This record from the OMol25 dataset describes a single C3H6N4O molecule. The level of theory is wB97M-V/def2-TZVPD.

Computed properties:
* HOMO-LUMO gap (spin up / spin down): 0.2977 / 0.2523 Ha
* E_HOMO (spin up / spin down): -7.948 / -6.857 eV
* M: 114.1 u

Positions of all 14 atoms, in Å:
N 0.973 -1.030 0.120
H -0.337 1.694 1.135
N -1.673 0.764 -1.330
H -2.629 0.748 -0.982
H -0.827 -1.840 -0.705
O 2.314 0.586 1.208
H 0.499 1.901 -0.417
H -1.611 0.213 -2.182
N 1.013 -1.829 1.261
C 1.249 0.241 0.756
C -0.267 -0.975 -0.390
C 0.126 1.165 0.301
N -0.819 0.252 -0.334
H 1.989 -1.890 1.558

Atomic partial charges in e from the Löwdin method, atoms 1 to 6: -0.132, 0.130, 0.084, 0.094, 0.133, 0.102

---

c) This record from the OMol25 dataset describes C3H6N4O as an isolated structure. The level of theory is wB97M-V/def2-TZVPD.

Computed properties:
* HOMO-LUMO gap: 0.3570 Ha
* E_HOMO: -8.960 eV
* M: 114.1 u

Positions of all 14 atoms, in Å:
H 2.952 0.586 -0.721
N -2.561 0.443 0.061
H -3.476 -0.235 0.792
N 1.067 1.478 -0.117
C 1.693 -0.836 0.266
O 0.464 -1.391 -0.172
N -0.129 0.986 0.301
N -1.656 -0.751 -0.176
H -0.829 1.679 -0.037
H 1.648 -0.783 1.347
H 2.430 -1.499 -0.069
C 1.996 0.564 -0.165
C -0.429 -0.418 -0.013
H -3.043 0.432 -0.951

Atomic partial charges in e from the Löwdin method, atoms 1 to 6: 0.117, -0.106, 0.202, 0.030, -0.175, 0.037

---

d) This record from the OMol25 dataset describes C3H6N4O as an isolated structure. The level of theory is wB97M-V/def2-TZVPD.

Computed properties:
* HOMO-LUMO gap: 0.2982 Ha
* E_HOMO: -7.695 eV
* M: 114.1 u

Positions of all 14 atoms, in Å:
O 0.185 -1.288 -2.607
H -1.014 -1.552 -2.931
N 0.990 0.337 -1.167
H -1.157 -2.297 -0.442
N -0.147 -0.484 0.670
H 1.505 2.414 0.122
C 0.161 -0.622 -1.418
H 1.527 1.786 1.626
N -1.161 0.130 1.561
C -0.598 -1.234 -0.363
H -0.867 1.238 1.507
C 0.793 0.489 0.123
N 0.996 1.823 0.792
H -1.212 -0.741 2.529

Atomic partial charges in e from the Löwdin method, atoms 1 to 6: -0.073, 0.282, 0.178, 0.160, -0.187, 0.090

---

On energetic grounds, a) is preferred over the next structure by 73.8 kcal/mol.

---

a) This record from the OMol25 dataset describes a single C3H8N2OS molecule. The level of theory is wB97M-V/def2-TZVPD.

Computed properties:
* HOMO-LUMO gap: 0.3367 Ha
* E_HOMO: -8.236 eV
* SMILES string: CS/N=C\N(C)O
* M: 120.2 u

Positions of all 15 atoms, in Å:
H -0.491 -3.125 1.938
N 0.619 1.256 -1.037
H -2.080 -2.830 0.852
H -1.806 -1.940 2.407
H 1.036 3.293 -0.324
C 0.940 2.628 -1.307
H 0.181 3.108 -2.049
N -1.065 0.058 0.314
H 1.471 -0.337 -0.764
H 1.939 2.894 -1.801
S -0.197 -1.466 0.551
O 1.692 0.568 -0.291
H -1.198 1.879 -0.542
C -0.652 0.968 -0.413
C -1.341 -2.466 1.529

Atomic partial charges in e from the Löwdin method, atoms 1 to 6: 0.045, -0.226, 0.006, 0.055, 0.116, -0.127

---

b) This record from the OMol25 dataset describes a single C3H8N2OS molecule. The level of theory is wB97M-V/def2-TZVPD.

Computed properties:
* HOMO-LUMO gap: 0.3296 Ha
* E_HOMO: -8.452 eV
* SMILES string: CCNC(=S)NO
* M: 120.2 u

Positions of all 15 atoms, in Å:
C -2.072 -0.229 0.554
H 0.608 -1.164 -0.592
H -1.576 0.353 1.366
C -1.199 -0.112 -0.696
H -2.149 -1.255 0.891
H 2.965 1.134 0.351
H -1.403 0.878 -1.141
H 2.516 -1.199 0.985
H -3.077 0.113 0.321
O 2.756 -0.947 0.080
C 1.042 0.773 -0.156
S 0.541 2.384 -0.010
N 2.384 0.393 -0.136
H -1.537 -0.881 -1.419
N 0.202 -0.241 -0.398

Atomic partial charges in e from the Löwdin method, atoms 1 to 6: -0.096, 0.148, 0.078, -0.289, 0.060, 0.145

---

c) This record from the OMol25 dataset describes a 2-piece molecular cluster, C3H8N2OS overall. The level of theory is wB97M-V/def2-TZVPD.

Computed properties:
* HOMO-LUMO gap: 0.3229 Ha
* E_HOMO: -8.667 eV
* M: 120.2 u

Positions of all 15 atoms, in Å:
H -1.908 -0.652 1.490
S 3.177 -0.855 -0.156
C -2.186 -0.094 0.525
N 2.304 0.522 0.685
H 1.493 -1.711 -0.276
H -1.570 -1.796 -0.267
H -3.154 -0.350 0.118
H 1.729 2.381 -0.507
C -1.334 -0.742 -0.518
H 3.043 1.179 1.142
N 0.437 0.814 -0.958
C 1.544 1.281 -0.421
H -1.933 1.098 0.885
H -1.761 -0.709 -1.593
O 0.120 -0.365 -0.148

Atomic partial charges in e from the Löwdin method, atoms 1 to 6: 0.089, 0.488, -0.142, -0.421, 0.120, 0.104

---

On energetic grounds, b) is preferred over the next structure by 56.3 kcal/mol.

---

a) This record from the OMol25 dataset describes a single C3H8N2OS molecule. The level of theory is wB97M-V/def2-TZVPD.

Computed properties:
* HOMO-LUMO gap: 0.3739 Ha
* E_HOMO: -9.522 eV
* SMILES string: NC(=O)NCCS
* M: 120.2 u

Positions of all 15 atoms, in Å:
C 0.476 -1.244 -0.962
H -1.183 1.694 2.707
H 1.444 1.071 -0.028
H -0.731 0.442 -1.315
H 1.252 -1.084 -1.715
H -0.553 0.223 2.084
O 0.540 2.852 1.485
H -1.205 -0.459 0.017
C 0.163 1.732 1.228
H 0.836 -1.955 -0.218
S -0.694 -2.484 -2.033
N 0.623 0.706 0.346
H 0.020 -2.492 -3.224
C -0.217 -0.146 -0.436
N -0.770 1.144 2.065

Atomic partial charges in e from the Löwdin method, atoms 1 to 6: -0.459, 0.063, 0.112, 0.151, 0.071, 0.055

---

b) This record from the OMol25 dataset describes a single C3H8N2OS molecule. The level of theory is wB97M-V/def2-TZVPD.

Computed properties:
* HOMO-LUMO gap: 0.3348 Ha
* E_HOMO: -8.294 eV
* SMILES string: CO/C(=N/N)SC
* M: 120.2 u

Positions of all 15 atoms, in Å:
O 0.093 -0.499 1.286
C -0.819 -1.329 1.991
H -0.408 -1.414 3.017
H 1.286 1.999 1.204
H 2.428 0.658 1.046
H 2.629 2.113 0.091
N -1.298 -0.713 -0.518
C -0.249 -0.246 0.004
H -1.818 -0.853 2.025
S 0.926 0.781 -0.849
C 1.888 1.445 0.525
N -1.524 -0.407 -1.861
H -2.503 -0.662 -2.054
H -1.443 0.603 -2.018
H -0.905 -2.337 1.523

Atomic partial charges in e from the Löwdin method, atoms 1 to 6: -0.159, -0.085, 0.096, 0.029, 0.040, 0.034

---

c) This record from the OMol25 dataset describes a single C3H8N2OS molecule. The level of theory is wB97M-V/def2-TZVPD.

Computed properties:
* HOMO-LUMO gap: 0.3451 Ha
* E_HOMO: -8.533 eV
* M: 120.2 u

Positions of all 15 atoms, in Å:
H 0.858 0.542 2.399
H 0.816 -1.396 -1.103
C 0.419 -0.108 1.487
N 0.572 0.708 -2.062
H -1.702 -0.657 1.640
N 1.054 0.331 0.254
H 1.134 1.310 0.221
C -1.128 0.169 1.265
O -1.740 -1.791 -0.625
H -0.020 0.609 -2.853
C 0.415 -0.147 -0.919
H 0.796 -1.172 1.716
S -1.520 -0.345 -0.502
H 1.496 0.758 -2.481
H -1.450 1.188 1.565

Atomic partial charges in e from the Löwdin method, atoms 1 to 6: 0.148, 0.190, -0.241, 0.006, 0.048, -0.111

---

d) This record from the OMol25 dataset describes a 2-piece molecular cluster, C3H8N2OS overall. The level of theory is wB97M-V/def2-TZVPD.

Computed properties:
* HOMO-LUMO gap: 0.2745 Ha
* E_HOMO: -8.864 eV
* M: 120.2 u

Positions of all 15 atoms, in Å:
S -0.215 -3.343 1.230
C -0.364 2.333 -0.407
N -0.514 0.862 -0.079
H -1.063 0.269 -0.579
C 0.875 0.268 -0.148
H 1.682 0.428 -1.166
H 0.363 2.745 0.246
O 1.449 -2.067 -0.874
H 1.419 0.886 0.685
H -1.317 2.903 -0.275
H -0.717 -1.102 1.319
C 0.777 -1.360 -0.155
H 0.213 2.537 -1.498
H -2.341 -3.494 1.078
N -0.247 -1.866 0.621

Atomic partial charges in e from the Löwdin method, atoms 1 to 6: 0.660, -0.128, -0.127, 0.044, -0.156, 0.178

---

On energetic grounds, a) is preferred over the next structure by 9.3 kcal/mol.